Below is the molecule C17H21N3O3S, with properties calculated with ωB97M-V with the def2-TZVPD basis set.

Last column: Löwdin charge in e.
Geometry (Å):
C -0.09090 4.16341 0.02755  -0.08
C 0.87720 3.30747 0.83041  -0.31
N 0.21662 2.70601 1.97490  -0.15
S 1.23788 1.79261 2.95126  0.65
O 2.53477 2.40750 3.03366  -0.29
O 0.51991 1.54518 4.16576  -0.29
C 1.35491 0.29765 1.98857  -0.28
C 2.48625 0.05994 1.23348  -0.04
C 2.55180 -1.07900 0.45255  -0.01
C 1.48278 -1.96917 0.41312  -0.22
C 1.53979 -3.18201 -0.47599  -0.14
C 1.73837 -2.78446 -1.94823  -0.10
C 0.80707 -1.64433 -2.33099  -0.51
O 1.19428 -0.51727 -2.55140  0.07
N -0.49331 -2.00452 -2.42310  0.08
C -1.54051 -1.04197 -2.70539  -0.12
C -2.18851 -0.55268 -1.43599  -0.20
C -1.55494 0.39941 -0.64614  -0.01
C -2.16900 0.80529 0.52923  -0.15
N -3.32903 0.32349 0.94332  0.07
C -3.92785 -0.58758 0.19721  -0.15
C -3.40504 -1.06060 -0.99644  -0.03
C 0.35805 -1.71220 1.18921  -0.02
C 0.29304 -0.58251 1.98664  -0.06
H -0.94537 3.57120 -0.28933  0.06
H 0.41025 4.55762 -0.85216  0.08
H -0.44913 4.99731 0.62714  0.08
H 1.24734 2.47939 0.21945  0.11
H 1.74169 3.90313 1.15215  0.11
H -0.26509 3.38611 2.54773  0.11
H 3.29959 0.76683 1.27850  0.12
H 3.43560 -1.27364 -0.13483  0.12
H 2.37010 -3.82410 -0.17130  0.12
H 0.61808 -3.75665 -0.36223  0.11
H 1.55916 -3.64559 -2.59442  0.12
H 2.75807 -2.43631 -2.10895  0.12
H -0.77625 -2.92639 -2.13293  0.14
H -1.05832 -0.20743 -3.22126  0.13
H -2.27972 -1.50551 -3.36448  0.12
H -0.60331 0.80914 -0.94610  0.11
H -1.70633 1.54521 1.16900  0.08
H -4.87352 -0.95425 0.57514  0.10
H -3.93790 -1.80118 -1.57492  0.11
H -0.47534 -2.40031 1.17366  0.12
H -0.56326 -0.37421 2.60689  0.12

## Properties
**SMILES**: CCNS(=O)(=O)c1ccc(CCC(=O)NCc2ccncc2)cc1
**Energy above the lowest of the compared OMol25 structures with the same formula, charge and spin**: 177.8 kJ/mol
**LUMO**: 0.407 eV
**Frontier orbital gap**: 9.91 eV
**E**: -1448.5967 hartree

***

Below is a cluster of 3 separate species, C23H47N5O5 in total, with properties calculated with ωB97M-V with the def2-TZVPD basis set.

Last column: Löwdin charge in e.
Geometry (Å):
C -1.36211 -1.88770 4.50792  0.00
C -1.97514 -0.75905 5.39173  -0.50
O -2.59827 -1.07709 6.36251  0.09
N -1.76932 0.57641 4.92272  -0.12
C -2.70682 0.95287 3.83513  -0.05
C -1.69578 1.56306 6.00867  -0.19
C -0.21619 2.02134 6.33831  -0.17
C 0.36144 1.02863 7.43300  -0.18
C 1.93511 1.18135 7.42371  -0.17
C 2.71680 -0.17660 7.49947  -0.28
C 2.00291 -1.18987 8.40055  -0.20
N 1.45524 -2.06138 8.85496  0.16
C 3.11538 -0.79741 6.11435  -0.10
C 2.16709 -0.42143 4.98405  -0.20
N 1.63736 -0.02444 4.07177  0.18
H -0.33056 -1.66288 4.17898  0.04
H -1.98258 -1.89207 3.57367  0.08
H -1.48655 -2.88598 4.96424  0.08
H -3.48897 1.67856 4.13172  0.09
H -3.22481 0.01289 3.52081  0.09
H -2.08996 1.26697 2.95077  0.08
H -2.21399 1.26903 6.94562  0.12
H -2.20777 2.49110 5.65379  0.11
H -0.17980 3.07680 6.68162  0.11
H 0.36925 1.88607 5.40361  0.09
H 0.02516 0.01868 7.11125  0.10
H -0.04470 1.34174 8.41272  0.12
H 2.27373 1.78376 6.55097  0.11
H 2.22428 1.76188 8.33211  0.12
H 3.67429 0.03867 8.02892  0.14
H 4.12683 -0.40800 5.86906  0.13
H 3.19117 -1.89906 6.22847  0.12
C -1.24633 -2.67897 -2.52170  -0.11
O -1.32227 -1.36459 -3.04468  -0.23
C -2.64740 -0.95540 -3.37663  -0.20
C -3.14550 0.10846 -2.41025  -0.21
N -3.39309 -0.44908 -1.08328  -0.05
C -3.60974 0.55421 -0.04204  -0.19
C -2.46902 1.53085 0.26204  -0.22
O -1.32954 0.92909 0.85934  -0.21
C -0.42648 0.33634 -0.05885  -0.09
H -0.19409 -2.96384 -2.48457  0.09
H -1.65000 -2.72895 -1.50609  0.08
H -1.77339 -3.39159 -3.16319  0.09
H -3.33602 -1.80409 -3.43046  0.12
H -2.59371 -0.51086 -4.37536  0.12
H -4.07581 0.53675 -2.79653  0.12
H -2.39070 0.90285 -2.37731  0.10
H -2.59981 -1.01708 -0.81392  0.06
H -3.83350 0.00704 0.87869  0.11
H -4.50894 1.12763 -0.29145  0.12
H -2.84694 2.24215 1.00298  0.11
H -2.18036 2.13141 -0.60762  0.11
H -0.39084 0.87173 -1.01123  0.09
H -0.67902 -0.71402 -0.22151  0.07
H 0.56932 0.36071 0.38667  0.09
C -0.02277 -1.83495 -6.33959  -0.11
O 0.06956 -0.47805 -5.94875  -0.19
C 0.88219 -0.26811 -4.79550  -0.22
C 2.17896 0.43686 -5.16645  -0.21
N 3.06639 -0.44015 -5.92671  -0.05
C 4.20092 0.24405 -6.54577  -0.20
C 3.90430 1.32794 -7.58691  -0.23
O 3.34046 0.83853 -8.79361  -0.18
C 1.93643 0.64864 -8.76362  -0.10
H -0.80511 -1.91305 -7.09524  0.09
H 0.91478 -2.18902 -6.77954  0.08
H -0.29667 -2.47172 -5.49299  0.08
H 1.07038 -1.19801 -4.25301  0.12
H 0.31389 0.38850 -4.13227  0.11
H 2.68931 0.75384 -4.25117  0.12
H 1.91466 1.33339 -5.73947  0.10
H 2.53216 -0.89089 -6.65870  0.06
H 4.80504 -0.52740 -7.03218  0.12
H 4.82269 0.67524 -5.75380  0.12
H 4.86423 1.76943 -7.87094  0.12
H 3.30453 2.15138 -7.18305  0.11
H 1.43210 1.37844 -8.12521  0.09
H 1.69284 -0.36745 -8.44466  0.07
H 1.55919 0.76499 -9.78108  0.09

## Properties
**SMILES**: CC(=O)N(C)CCCC[C@@H](C#N)CC#N.COCCNCCOC.COCCNCCOC
**LUMO**: 0.513 eV
**Frontier orbital gap**: 9.15 eV
**E**: -1554.3712 hartree

***

Below is a structure of composition C25H52N5OPdSSi4, with properties calculated with ωB97M-V with the def2-TZVPD basis set.

Last column: Löwdin charge in e.
Geometry (Å):
Pd -0.20802 0.31136 -0.09280  0.32
N 2.09651 0.71442 -0.49648  -0.03
C 2.87608 1.63219 0.33189  -0.26
C 2.61146 1.23792 1.77776  -0.19
C 1.21374 1.69061 2.21896  -0.22
C 0.43351 0.65565 3.01688  -0.25
N -0.02052 -0.40079 2.10979  -0.08
H 2.56152 -0.18143 -0.53007  0.04
H 1.96405 1.06078 -1.44067  0.06
H 2.52534 2.65252 0.15474  0.11
H 3.94634 1.61050 0.09445  0.11
H 3.38002 1.64548 2.43912  0.11
H 2.70256 0.14708 1.84104  0.10
H 0.61107 1.88198 1.32704  0.04
H 1.29030 2.63179 2.77069  0.12
H -0.45466 1.12619 3.44668  0.08
H 1.03962 0.28743 3.85732  0.12
H -0.73294 -0.98953 2.52305  0.00
H 0.73070 -1.00388 1.79581  -0.02
C -3.31179 3.52805 1.34508  -0.24
Si -3.72860 2.28335 -0.03202  0.33
C -5.61132 2.13553 0.01378  -0.22
C -3.29321 3.04172 -1.71798  -0.22
Si -2.54141 0.29371 0.25324  0.33
Si -3.24881 -1.03393 -1.54969  0.33
C -3.19937 -2.86406 -1.08063  -0.22
C -5.02292 -0.74773 -2.14560  -0.23
C -2.14727 -0.72157 -3.05321  -0.22
Si -3.32367 -0.78898 2.16250  0.33
C -3.09068 0.29995 3.68963  -0.21
C -2.35562 -2.39288 2.45560  -0.23
C -5.15482 -1.25275 2.10528  -0.22
H -3.44769 4.56100 1.01046  0.03
H -2.29342 3.41642 1.72548  0.00
H -3.98468 3.36540 2.19143  0.02
H -6.05398 3.13073 0.12371  0.03
H -5.95207 1.52595 0.85218  0.01
H -6.00200 1.69208 -0.90203  0.01
H -3.17621 4.12817 -1.65782  0.02
H -4.09752 2.83777 -2.42992  0.02
H -2.37764 2.61327 -2.13086  0.00
H -3.96574 -3.06721 -0.32780  0.01
H -2.23604 -3.17103 -0.66837  -0.01
H -3.42330 -3.48253 -1.95528  0.01
H -5.72994 -0.73579 -1.31317  0.01
H -5.32360 -1.54684 -2.83042  0.02
H -5.11827 0.20218 -2.67756  0.02
H -1.09096 -0.66463 -2.77772  0.01
H -2.41552 0.23742 -3.50557  0.03
H -2.26289 -1.50140 -3.81372  0.00
H -2.04190 0.59831 3.79667  -0.01
H -3.39366 -0.22481 4.60016  0.03
H -3.68303 1.21487 3.61318  0.02
H -1.42780 -2.41493 1.88026  -0.03
H -2.94592 -3.26449 2.16502  0.03
H -2.09995 -2.50595 3.51312  0.04
H -5.79256 -0.36702 2.08866  0.01
H -5.42659 -1.84091 2.98723  0.03
H -5.38867 -1.84740 1.21966  0.01
O 0.11587 2.30510 -1.93292  -0.15
N 0.17532 3.50376 -1.46289  -0.22
C 0.71296 4.50176 -2.20291  -0.01
C 0.78014 5.78675 -1.71485  -0.05
C 0.28781 6.07703 -0.45018  -0.07
C -0.26906 5.04529 0.28701  -0.04
C -0.31928 3.77043 -0.23331  -0.06
H 1.06071 4.19037 -3.17537  0.13
H 1.21754 6.55394 -2.33791  0.11
H 0.33106 7.08195 -0.05534  0.11
H -0.68335 5.21208 1.27176  0.11
H -0.74065 2.90309 0.26200  0.06
N 3.14419 -2.72997 -0.61186  0.06
C 1.86858 -2.63840 -1.13319  -0.86
S 0.55535 -2.43598 -0.14461  0.75
N 1.85978 -2.59738 -2.48600  0.06
C 0.76449 -2.72595 -3.37454  -0.25
C -0.36757 -3.46270 -3.05793  -0.06
C -1.36947 -3.60374 -4.00630  -0.10
C -1.25426 -3.02017 -5.25886  -0.11
C -0.12049 -2.28072 -5.56550  -0.08
C 0.88476 -2.13141 -4.62603  -0.03
H 3.15943 -2.86437 0.38648  0.08
H 3.81902 -3.28206 -1.12133  0.10
H 2.75231 -2.45013 -2.93237  0.14
H -0.46915 -3.91594 -2.08244  0.07
H -2.24992 -4.18083 -3.75584  0.11
H -2.04412 -3.13551 -5.98874  0.11
H -0.01965 -1.81057 -6.53471  0.11
H 1.76572 -1.54336 -4.85833  0.11

## Properties
**Energy above the lowest of the compared OMol25 structures with the same formula, charge and spin**: 74.0 kJ/mol
**LUMO (spin up / spin down)**: 0.240 / 0.236 eV
**2S+1**: 2
**Frontier orbital gap (spin up / spin down)**: 5.55 / 6.98 eV
**E**: -3016.8762 hartree

***

Below is the molecule C18H19N5O4S2, with properties calculated with ωB97M-V with the def2-TZVPD basis set.

Last column: Löwdin charge in e.
Geometry (Å):
C -2.08192 -0.36302 -0.03031  -0.03
N -2.42030 1.04365 0.03693  -0.08
C -1.48713 2.02281 0.07029  -0.52
O -1.76169 3.20560 0.11216  0.02
C -0.04921 1.55237 0.05232  -0.36
S 0.99098 3.04385 0.10936  1.06
C 2.55007 2.25475 0.12373  -0.62
N 2.60792 0.95938 0.09615  0.11
C 3.86503 0.45251 0.11514  -0.19
C 5.04478 1.21221 0.15970  -0.06
C 6.07583 0.25029 0.16867  -0.05
N 5.57682 -0.95831 0.13441  0.10
N 4.23212 -0.85142 0.10084  -0.01
C 3.44281 -2.00703 0.06288  -0.17
C 2.05733 -1.93041 -0.02671  -0.02
C 1.30957 -3.09355 -0.06033  -0.08
C 1.93117 -4.32989 -0.00713  -0.09
C 3.31227 -4.40178 0.07983  -0.08
C 4.07134 -3.24806 0.11533  -0.02
C 4.97834 2.64664 0.18692  -0.41
O 5.86789 3.46142 0.22382  0.09
N 3.62979 3.07481 0.16507  0.13
C -3.82108 1.43305 0.04769  -0.29
C -4.48964 1.09652 -1.31343  -0.16
C -5.93081 0.69957 -1.09261  -0.20
S -5.75153 -0.36219 0.36932  0.68
O -5.05361 -1.56472 -0.00337  -0.32
O -6.96833 -0.50093 1.11323  -0.31
C -4.58860 0.77328 1.19114  -0.14
H -1.51243 -0.58704 -0.93497  0.10
H -1.48584 -0.66336 0.83393  0.10
H -2.99512 -0.95705 -0.04073  0.07
H 0.19412 0.93740 0.91854  0.09
H 0.19135 1.00589 -0.85949  0.09
H 7.13438 0.40921 0.19849  0.12
H 1.58350 -0.96499 -0.06904  0.07
H 0.23298 -3.03397 -0.12965  0.10
H 1.34111 -5.23330 -0.03388  0.10
H 3.80181 -5.36301 0.12090  0.10
H 5.14642 -3.28312 0.18255  0.10
H 3.48222 4.07727 0.18394  0.15
H -3.80805 2.51984 0.18695  0.15
H -3.96925 0.24846 -1.76100  0.12
H -4.39625 1.94730 -1.98817  0.13
H -6.35866 0.14280 -1.91829  0.11
H -6.57372 1.52743 -0.81096  0.11
H -5.19859 1.47710 1.74741  0.11
H -3.95019 0.22176 1.87241  0.12

## Properties
**SMILES**: CN(C(=O)CSc1nc2c(cnn2-c2ccccc2)c(=O)[nH]1)[C@H]1CCS(=O)(=O)C1
**Energy above the lowest of the compared OMol25 structures with the same formula, charge and spin**: 0.0 kJ/mol
**LUMO**: 0.273 eV
**Frontier orbital gap**: 8.98 eV
**E**: -2068.4705 hartree

***

Below is a structure of composition C4H11N3O, with properties calculated with ωB97M-V with the def2-TZVPD basis set.

Last column: Löwdin charge in e.
Geometry (Å):
C -0.74810 -0.99565 1.04357  -0.53
C 0.01689 -1.07026 -0.28086  -0.08
C 1.67495 1.52516 -0.67163  -0.10
N 0.26419 1.39920 -0.31586  -0.08
C -0.44558 0.27353 -0.85581  -0.53
N -0.02235 -0.41839 2.07168  0.09
O -1.44343 -2.09024 1.47030  0.04
N -0.97362 0.43551 -2.03674  0.12
H -1.82080 -2.55463 0.71425  0.11
H -0.23566 2.23063 -0.61202  0.11
H -1.49980 0.01921 0.37407  0.18
H 0.29000 0.51254 1.78316  0.09
H -0.50977 -0.43751 2.95987  0.10
H -1.37604 -0.42538 -2.40463  0.04
H 1.08936 -1.19083 -0.11702  0.11
H -0.39330 -1.87920 -0.88810  0.11
H 2.23598 0.68693 -0.25584  0.07
H 1.82843 1.54181 -1.75570  0.08
H 2.06863 2.43757 -0.22269  0.08

## Properties
**Energy above the lowest of the compared OMol25 structures with the same formula, charge and spin**: 344.1 kJ/mol
**LUMO**: 0.753 eV
**Frontier orbital gap**: 9.06 eV
**E**: -398.4231 hartree

***

Below is the molecule C24H25N3O3S, with properties calculated with ωB97M-V with the def2-TZVPD basis set.

Last column: Löwdin charge in e.
Geometry (Å):
O 2.51129 -4.28092 -0.49166  0.05
C 2.13475 -3.21682 -0.92957  -0.59
C 1.44137 -3.07770 -2.27959  -0.33
S -0.34880 -3.21723 -1.95876  1.04
C -0.80360 -1.60893 -1.43512  -0.50
N 0.06961 -0.63146 -1.50548  0.11
C -0.33879 0.61173 -1.16674  -0.28
C 0.63649 1.74094 -1.36485  -0.24
C 2.09831 1.29834 -1.31639  -0.17
C 3.02424 2.48392 -1.57486  -0.19
C 2.77382 3.59309 -0.55846  -0.21
C 1.31701 4.04136 -0.61552  -0.20
C 0.38244 2.86465 -0.35661  -0.16
N -1.52930 0.91646 -0.73434  0.19
C -2.44075 -0.07084 -0.61112  -0.21
C -3.72860 0.22336 -0.12716  -0.01
C -4.65412 -0.77579 0.00328  -0.06
C -4.34148 -2.09682 -0.34893  -0.07
C -3.10100 -2.41156 -0.83573  -0.05
C -2.13117 -1.40751 -0.97267  -0.18
N 2.24448 -2.03708 -0.28601  0.07
C 2.41332 -1.95986 1.15459  -0.11
C 1.10030 -1.49360 1.72934  -0.21
C 0.02134 -2.36547 1.75664  -0.03
C -1.25525 -1.94703 2.12189  0.02
C -1.40861 -0.62073 2.44327  -0.21
C -0.32628 0.26009 2.42941  -0.21
C 0.93450 -0.15056 2.07769  0.04
O -0.74955 1.50830 2.79337  0.03
C -2.14289 1.40119 2.98549  -0.15
O -2.53862 0.05676 2.81329  0.03
H 1.68555 -3.91555 -2.92950  0.08
H 1.62674 -2.12294 -2.76611  0.08
H 0.43445 2.13589 -2.37079  0.16
H 2.31500 0.88442 -0.32994  0.10
H 2.27730 0.52466 -2.06486  0.11
H 4.06397 2.15403 -1.52099  0.11
H 2.84853 2.87016 -2.58174  0.12
H 3.43407 4.43895 -0.76092  0.11
H 3.00014 3.22511 0.44488  0.11
H 1.13775 4.82126 0.12695  0.11
H 1.10769 4.46354 -1.60145  0.11
H -0.65742 3.18154 -0.43149  0.11
H 0.53983 2.48417 0.65383  0.11
H -3.95600 1.24544 0.13106  0.11
H -5.64009 -0.55095 0.38219  0.11
H -5.08916 -2.86708 -0.23365  0.11
H -2.84530 -3.42389 -1.11227  0.09
H 1.76692 -1.24406 -0.70734  0.07
H 3.22030 -1.26177 1.39284  0.12
H 2.68198 -2.95969 1.50279  0.13
H 0.17472 -3.39650 1.47542  0.12
H -2.09146 -2.62529 2.13710  0.12
H 1.76262 0.53919 2.07380  0.12
H -2.66148 2.03585 2.24882  0.13
H -2.40112 1.73323 4.00269  0.14

## Properties
**SMILES**: O=C(CSc1nc(C2CCCCC2)nc2ccccc12)NCc1ccc2c(c1)OCO2
**Energy above the lowest of the compared OMol25 structures with the same formula, charge and spin**: 0.0 kJ/mol
**LUMO**: -0.210 eV
**Frontier orbital gap**: 7.85 eV
**E**: -1717.7851 hartree

***

What is the formula in the third record?
C25H52N5OPdSSi4

***

What is the E in the third record?
-3016.8762 hartree

***

Which of these has the lowest E?
C25H52N5OPdSSi4

***

Among the records above, which one has the highest E?
C4H11N3O